No. 1
{
  "formula": "C10H17N2OP",
  "method": "ωB97M-V with the def2-TZVPD basis set",
  "e_lumo_ev": 0.033,
  "total_energy_ev": -24959.7746,
  "gap_ev": 9.157,
  "smiles": "[H]/N=C1/CCCC[C@@H]1N[P@@H](=O)/C=C/C=C",
  "elements": ["P", "O", "N", "N", "C", "C", "C", "C", "C", "C", "C", "C", "C", "C", "H", "H", "H", "H", "H", "H", "H", "H", "H", "H", "H", "H", "H", "H", "H", "H", "H"],
  "xyz": [[0.04403, 0.11921, 2.51267], [0.76839, 0.47004, 3.81248], [1.20742, -0.19510, 1.39487], [3.39547, -0.83614, -0.66867], [-0.08773, -0.42295, -0.68369], [0.78398, -1.78129, -2.64024], [1.88420, -2.32882, -1.77990], [-0.46617, -1.47402, -1.70695], [2.28446, -1.38980, -0.66213], [-0.65414, 2.60429, 2.01382], [-1.06929, 1.35730, 1.90128], [-2.82572, 3.72531, 2.21695], [-1.56478, 3.75921, 1.85442], [1.05835, -0.97182, 0.18824], [-1.19347, -0.98201, -2.43640], [1.77982, 0.60124, 1.11939], [1.08194, -0.83932, -3.04840], [-0.87918, -2.31149, -1.11919], [-1.11382, 4.69898, 1.43627], [0.22706, 0.48910, -1.28308], [1.38673, -3.21579, -1.27461], [-0.68812, -1.06145, 2.45496], [-2.14087, 1.32322, 1.74700], [0.55309, -2.41722, -3.36523], [0.54591, -1.82705, 0.48358], [0.43116, 2.96904, 2.04812], [-3.56836, 4.49569, 2.30516], [-3.17290, 2.68388, 2.39165], [3.58576, -0.22937, 0.08280], [2.88703, -2.54387, -2.21817], [-0.72793, -0.10697, 0.14130]],
  "atomic_forces_ev_per_a": [[2.182, 0.330, 2.724], [-2.025, -0.404, -2.158], [2.163, 0.342, -1.774], [1.609, -0.843, -1.063], [1.976, 1.450, -1.073], [-0.173, 2.565, 4.369], [0.928, -1.190, 1.642], [-0.624, 1.169, -1.524], [-2.864, 0.993, 0.316], [1.512, 2.290, -1.351], [-0.131, 0.371, 1.009], [-0.939, -2.016, 0.157], [1.209, 1.752, -0.768], [-0.335, 0.078, -0.509], [0.254, -1.096, 1.193], [-0.092, 0.241, 0.867], [0.165, 0.696, -0.552], [0.021, -0.172, -0.946], [-0.314, -0.856, 0.800], [-0.287, -0.601, 0.979], [1.157, 0.424, -0.586], [-0.212, -0.337, 0.049], [0.019, -1.016, -0.057], [-1.134, -2.697, -3.160], [-0.299, -2.318, 0.862], [-1.451, -1.117, 0.513], [0.138, 0.397, -0.402], [-0.235, 1.013, 0.647], [0.006, 1.047, 1.254], [-1.111, -0.343, -0.317], [-1.112, -0.153, -1.139]]
}

---

No. 2
{
  "formula": "C10H17NO2S",
  "method": "ωB97M-V with the def2-TZVPD basis set",
  "e_lumo_ev": 0.555,
  "total_energy_ev": -27060.7125,
  "gap_ev": 9.041,
  "smiles": "C=[S@@](=O)(CC)N1[C@@H]2CC[C@H]1CC(=O)C2",
  "elements": ["S", "O", "O", "N", "C", "C", "C", "C", "C", "C", "C", "C", "C", "C", "H", "H", "H", "H", "H", "H", "H", "H", "H", "H", "H", "H", "H", "H", "H", "H", "H"],
  "xyz": [[-1.55197, 0.09534, 0.14700], [2.19255, -1.39470, 2.85044], [-2.07074, -1.20912, 0.57557], [0.31653, 0.12262, -0.39295], [-2.00917, 0.38434, -1.63296], [1.59364, -0.95509, 1.90907], [-3.49999, 0.73885, -1.64377], [2.57445, 0.56214, -0.29942], [2.33470, -0.79066, -1.02230], [0.95015, -1.18293, -0.52069], [1.21629, 0.89998, 0.34179], [1.29330, 0.52932, 1.81036], [-2.07181, 1.32337, 1.13594], [1.02522, -1.93892, 0.91505], [2.34242, -0.75862, -2.26364], [3.51231, 0.73016, 0.34488], [-1.72961, -0.59596, -2.12495], [2.78388, 1.42306, -0.97395], [-4.15713, -0.11254, -1.53512], [-1.36087, 2.08620, 1.10574], [1.90035, 1.09451, 2.54987], [0.19178, 0.66970, 2.04693], [-3.67211, 1.55057, -0.84189], [-3.97382, 1.21938, -2.51873], [1.36695, -2.98046, 0.77917], [-2.41994, 0.81793, 2.02787], [-1.30124, 1.11261, -2.15017], [-0.10898, -1.92906, 1.06109], [0.37839, -1.78354, -1.10925], [3.10789, -1.57607, -0.78685], [0.84659, 1.84761, 0.21586]],
  "atomic_forces_ev_per_a": [[0.784, 0.393, -1.064], [0.999, -0.047, 1.056], [0.590, 0.546, -0.756], [-2.833, -1.913, -0.223], [0.416, -0.422, -0.893], [-0.283, -1.117, 0.621], [-0.644, 1.832, 0.408], [1.485, 2.334, -1.196], [1.062, -0.818, -2.710], [1.459, 0.297, 2.695], [2.388, -0.530, 1.553], [-2.375, -0.581, 0.449], [0.132, -2.180, -1.141], [-2.613, 2.039, -2.545], [-0.032, 0.367, 3.268], [-1.664, -1.146, -0.251], [-0.574, 0.850, 0.623], [-0.246, -0.883, -0.432], [0.103, -0.350, 0.762], [0.664, 1.635, 0.401], [-0.193, -0.266, -0.916], [1.212, -0.378, 0.795], [0.112, -1.631, -0.864], [1.162, -0.138, -0.268], [0.358, 0.779, 0.733], [0.134, 0.434, 0.308], [-1.037, -0.556, 1.263], [1.481, -0.599, 0.569], [-1.308, -1.730, -2.128], [-0.805, 0.820, -0.037], [0.062, 2.956, -0.078]]
}